1.
{
  "formula": "C18H24ClO9Si2Yb",
  "method": "ωB97M-V with the def2-TZVPD basis set",
  "charge": -2,
  "max_force_ha_per_bohr": 0.02095,
  "spin_multiplicity": 2,
  "lumo_energy_ev": [4.580, 4.580],
  "e_above_lowest_ev": 0.248,
  "s_squared": 0.75,
  "species": ["Yb", "O", "C", "O", "C", "C", "C", "C", "C", "O", "C", "C", "O", "O", "H", "H", "H", "H", "H", "H", "H", "H", "C", "Si", "C", "C", "C", "C", "C", "C", "C", "Si", "C", "C", "H", "H", "H", "H", "H", "H", "H", "H", "H", "H", "H", "H", "H", "H", "H", "H", "O", "Cl", "O", "O", "O"],
  "coordinates": [[-0.08, -0.35, 0.75], [0.68, -0.60, 5.05], [0.95, -0.57, 3.85], [0.10, -0.71, 2.89], [2.40, -0.42, 3.41], [2.77, -1.47, 2.34], [4.28, -1.65, 2.26], [4.71, -0.31, 1.63], [3.36, 0.36, 1.36], [2.50, -0.77, 1.10], [2.76, 0.92, 2.66], [1.59, 1.85, 2.35], [1.40, 2.83, 3.05], [0.91, 1.52, 1.30], [3.02, -0.54, 4.30], [2.18, -2.38, 2.37], [4.52, -2.49, 1.61], [4.72, -1.83, 3.24], [5.27, -0.46, 0.70], [5.33, 0.30, 2.29], [3.32, 1.04, 0.52], [3.49, 1.49, 3.24], [-1.55, 2.97, -0.13], [-2.34, 1.25, 0.17], [-3.95, 1.73, 1.05], [-2.90, 0.87, -1.64], [-4.18, 1.23, -2.09], [-4.59, 1.05, -3.41], [-3.70, 0.49, -4.32], [-2.43, 0.12, -3.90], [-2.00, 0.29, -2.57], [-0.24, -0.36, -2.09], [0.87, 0.49, -3.39], [-0.33, -2.14, -2.77], [-2.28, 3.65, -0.58], [-0.70, 2.89, -0.82], [-1.16, 3.41, 0.80], [-4.42, 2.61, 0.58], [-3.72, 2.00, 2.09], [-4.69, 0.92, 1.08], [-4.89, 1.67, -1.39], [-5.59, 1.34, -3.72], [-4.00, 0.34, -5.36], [-1.76, -0.33, -4.62], [0.50, 0.31, -4.41], [1.90, 0.12, -3.33], [0.90, 1.58, -3.22], [-0.57, -2.15, -3.84], [-1.09, -2.72, -2.24], [0.62, -2.67, -2.63], [-0.05, -3.76, 2.24], [-0.38, -3.39, 0.90], [-0.76, -4.53, 0.13], [-1.46, -2.38, 0.89], [0.76, -2.69, 0.28]]
}



2.
{
  "formula": "C18H24F6N9O4S2Zn",
  "method": "ωB97M-V with the def2-TZVPD basis set",
  "charge": 1,
  "max_force_ha_per_bohr": 0.04683,
  "lumo_energy_ev": -5.640,
  "e_above_lowest_ev": 0.000,
  "species": ["Zn", "C", "F", "F", "F", "S", "O", "O", "N", "S", "O", "O", "C", "F", "F", "F", "C", "C", "N", "H", "H", "H", "C", "C", "N", "H", "H", "H", "C", "C", "N", "H", "H", "H", "C", "C", "N", "H", "H", "H", "C", "C", "N", "H", "H", "H", "C", "C", "N", "H", "H", "H", "C", "C", "N", "H", "H", "H", "C", "C", "N", "H", "H", "H"],
  "coordinates": [[-0.04, -3.44, 0.26], [1.13, 0.22, 1.22], [1.21, 1.35, 1.90], [1.48, 0.41, -0.05], [1.97, -0.67, 1.75], [-0.61, -0.46, 1.41], [-0.56, -1.17, 2.64], [-1.57, 0.58, 1.32], [-0.61, -1.59, 0.13], [-1.29, -0.93, -1.20], [-0.85, 0.40, -1.42], [-1.15, -1.85, -2.29], [-3.15, -0.85, -0.84], [-3.79, -1.48, -1.81], [-3.41, -1.42, 0.34], [-3.54, 0.41, -0.82], [-0.07, -4.12, -4.02], [-0.63, -3.48, -5.20], [-1.07, -2.94, -6.10], [-0.88, -4.12, -3.29], [0.80, -3.57, -3.66], [0.26, -5.14, -4.21], [-2.60, -5.58, 3.54], [-1.96, -4.73, 2.55], [-1.48, -4.02, 1.79], [-2.63, -5.09, 4.51], [-2.00, -6.49, 3.60], [-3.61, -5.83, 3.21], [3.88, -2.79, -2.16], [2.62, -3.07, -1.46], [1.62, -3.26, -0.94], [3.90, -1.74, -2.44], [3.88, -3.47, -3.01], [4.69, -3.04, -1.48], [0.02, 3.51, -2.23], [-0.95, 4.06, -1.29], [-1.70, 4.49, -0.52], [-0.24, 2.52, -2.59], [0.97, 3.52, -1.67], [0.17, 4.28, -2.98], [-3.85, 2.40, -2.92], [-4.32, 3.54, -3.71], [-4.66, 4.45, -4.32], [-3.58, 1.58, -3.59], [-4.62, 2.16, -2.20], [-2.91, 2.63, -2.42], [4.49, 0.52, 0.07], [5.89, 0.38, -0.29], [7.00, 0.29, -0.57], [3.98, -0.42, 0.27], [3.99, 0.95, -0.80], [4.36, 1.21, 0.91], [2.55, 3.64, 3.90], [3.45, 4.07, 4.96], [4.21, 4.35, 5.77], [1.50, 3.78, 4.16], [2.71, 2.59, 3.65], [2.71, 4.24, 3.00], [-1.49, 3.02, 3.23], [-2.43, 3.15, 4.35], [-3.20, 3.29, 5.19], [-2.04, 2.90, 2.30], [-1.10, 2.02, 3.46], [-0.83, 3.86, 3.10]]
}



3.
{
  "formula": "C18H24FN2O8S",
  "method": "ωB97M-V with the def2-TZVPD basis set",
  "charge": -1,
  "max_force_ha_per_bohr": 0.07588,
  "lumo_energy_ev": 1.514,
  "e_above_lowest_ev": 1.755,
  "species": ["C", "C", "C", "O", "C", "N", "N", "C", "O", "O", "C", "C", "C", "O", "H", "H", "H", "H", "H", "H", "H", "H", "H", "H", "H", "H", "H", "H", "C", "C", "O", "C", "C", "F", "S", "C", "C", "C", "C", "C", "C", "O", "O", "O", "H", "H", "H", "H", "H", "H", "H", "H", "H", "H"],
  "coordinates": [[4.83, -0.39, -1.86], [4.07, 0.83, -2.37], [4.82, 2.11, -2.16], [2.75, 0.76, -1.69], [1.90, 1.74, -2.03], [0.61, 1.51, -1.31], [0.03, 2.61, -1.20], [-1.39, 2.70, -1.12], [-2.20, 1.82, -1.27], [-1.64, 4.01, -0.87], [-3.00, 4.29, -0.36], [-3.15, 5.81, -0.40], [-3.22, 3.68, 1.00], [2.12, 2.64, -2.80], [5.85, -0.42, -2.26], [4.90, -0.37, -0.77], [4.34, -1.32, -2.18], [3.84, 0.71, -3.44], [5.86, 2.00, -2.50], [4.37, 2.90, -2.77], [4.85, 2.39, -1.10], [-3.69, 3.82, -1.09], [-4.10, 6.11, 0.06], [-2.33, 6.31, 0.13], [-3.18, 6.17, -1.44], [-4.15, 4.08, 1.43], [-3.35, 2.59, 0.94], [-2.39, 3.92, 1.68], [-1.17, -0.05, 4.78], [-1.93, 0.07, 3.48], [-1.02, -0.29, 2.42], [-1.65, -0.47, 1.22], [-0.76, -1.33, 0.38], [-1.21, -1.63, -0.83], [-0.23, -2.87, 1.37], [-0.04, -4.25, 0.22], [-0.57, -5.49, 0.58], [-0.47, -6.57, -0.30], [0.22, -6.42, -1.51], [0.86, -5.21, -1.80], [0.75, -4.12, -0.93], [1.04, -2.62, 2.01], [-1.42, -3.23, 2.12], [-2.77, -0.09, 0.94], [-1.69, 0.52, 5.55], [-1.12, -1.10, 5.10], [-0.15, 0.33, 4.69], [-2.78, -0.64, 3.49], [-2.29, 1.10, 3.30], [-1.08, -5.59, 1.54], [-0.93, -7.52, -0.03], [0.29, -7.25, -2.21], [1.46, -5.11, -2.71], [1.26, -3.17, -1.11]]
}



4.
{
  "formula": "C18H24FN3O3S2",
  "method": "ωB97M-V with the def2-TZVPD basis set",
  "max_force_ha_per_bohr": 0.36761,
  "lumo_energy_ev": -0.667,
  "e_above_lowest_ev": 20.240,
  "species": ["C", "H", "H", "H", "S", "C", "C", "H", "H", "C", "C", "N", "N", "C", "S", "C", "C", "C", "C", "C", "C", "C", "H", "H", "F", "H", "H", "H", "H", "O", "N", "C", "O", "O", "C", "C", "H", "H", "H", "C", "H", "H", "H", "C", "H", "H", "H", "H", "H", "H", "H"],
  "coordinates": [[-5.06, -3.05, -0.28], [-5.67, -3.31, 0.40], [-4.11, -3.65, -0.36], [-5.54, -3.11, -1.37], [-4.52, -1.54, -0.17], [-3.61, -1.13, -1.47], [-2.35, -1.96, -1.39], [-1.77, -1.63, -2.63], [-2.51, -2.88, -1.58], [-1.29, -1.49, -0.41], [-0.32, -2.27, -0.23], [-0.31, -3.55, -0.88], [0.95, -4.42, -0.45], [1.53, -3.29, 0.47], [2.99, -3.62, 1.15], [3.25, -1.90, 1.94], [3.50, -1.13, 0.69], [4.44, -1.24, -0.21], [4.70, -0.28, -1.47], [3.65, 0.69, -1.47], [2.62, 0.88, -0.78], [2.45, 0.17, 0.59], [1.77, 0.36, 1.20], [1.90, 1.73, -0.69], [3.78, 1.59, -2.93], [5.46, -0.52, -2.15], [5.18, -2.19, -0.14], [4.28, -1.79, 2.36], [2.42, -1.60, 2.58], [0.85, -2.27, 0.62], [-0.76, -0.02, -0.64], [-0.87, 0.80, 0.25], [-1.23, 0.67, 1.51], [-0.39, 1.86, -0.14], [-0.45, 3.13, 0.70], [0.49, 3.24, 1.98], [0.08, 2.26, 2.40], [1.47, 2.81, 1.93], [0.44, 4.01, 2.52], [-1.97, 3.65, 1.16], [-2.19, 2.67, 1.86], [-2.61, 3.67, 0.40], [-1.99, 4.43, 1.62], [0.11, 4.14, -0.20], [-0.52, 4.40, -1.21], [0.29, 5.17, 0.27], [1.28, 3.94, -0.44], [-0.25, -0.03, -1.45], [-1.87, -1.30, 0.43], [-4.31, -1.20, -2.33], [-3.33, 0.08, -1.54]]
}